(1)
{"formula": "C16H22N2O4Ru", "method": "ωB97M-V with the def2-TZVPD basis set", "homo_ev": [-11.03, -11.30], "orbital_gap_ev": [6.261, 6.466], "total_charge": 1, "total_energy_ev": -30692.45077, "s_squared": 0.810, "spin_multiplicity": 2, "elements": ["H", "H", "H", "H", "O", "C", "H", "H", "O", "C", "C", "C", "C", "H", "C", "H", "N", "C", "C", "H", "H", "H", "C", "C", "Ru", "H", "C", "C", "H", "N", "C", "C", "H", "H", "H", "H", "H", "H", "H", "C", "O", "O", "C", "H", "H"], "coordinates": [[2.949790, -1.280976, 2.521336], [-3.058695, 0.696869, -2.341655], [1.576885, -3.707434, 5.767408], [-0.990175, -2.950721, 2.428916], [-0.283089, -0.079192, -3.129088], [2.179393, -1.876712, 2.990179], [1.100734, 2.065573, -5.031556], [1.331486, 0.393282, -5.527055], [-1.530180, 1.816966, -1.664766], [-0.048143, -2.813433, 2.942201], [-1.148454, 3.003925, -0.969755], [-3.458679, 1.258847, -0.299310], [1.851592, 0.899602, -2.720016], [3.999131, -0.316384, -0.711222], [0.695007, -1.412666, 1.048811], [-3.555311, 2.164839, 0.307823], [1.233476, -0.225233, -0.706493], [2.399252, -2.474963, 4.217969], [1.400608, -3.239476, 4.808025], [-4.443212, 0.785255, -0.364406], [-3.747194, -0.587900, 1.649173], [2.629426, 1.450549, -3.230583], [0.178742, -3.409467, 4.170340], [0.693202, 1.059518, -4.941244], [-0.624786, -0.382228, -1.144123], [-0.103152, 3.183962, -1.208231], [0.696852, 0.603373, -3.517602], [-2.934176, 1.564176, -1.687619], [-0.593532, -4.011643, 4.629260], [1.668708, -0.728374, 0.448768], [3.524547, 0.649183, -0.886081], [-2.849358, 0.033533, 1.637493], [-1.749798, 3.847755, -1.313723], [3.457896, 1.145215, 0.081908], [-3.022316, 0.937154, 2.226349], [4.139416, 1.235557, -1.562832], [3.350271, -2.347927, 4.716837], [-1.258660, 2.883682, 0.109562], [-3.468858, 2.405642, -2.135500], [2.160722, 0.449446, -1.461489], [-0.462034, -1.532316, 0.500393], [-2.508466, 0.390180, 0.296926], [0.951601, -2.043143, 2.348774], [-0.314428, 1.019116, -5.344851], [-2.016036, -0.523013, 2.050751]], "forces_ev_per_angstrom": [[-0.003, 0.002, 0.002], [0.013, 0.020, -0.014], [-0.001, -0.001, 0.002], [-0.004, -0.008, 0.005], [-0.100, -0.359, 0.285], [-0.039, 0.000, -0.005], [-0.010, -0.005, -0.006], [-0.003, -0.003, 0.008], [0.171, -0.532, 0.008], [0.052, 0.035, -0.044], [0.069, 0.017, 0.148], [0.121, 0.085, 0.012], [-0.071, -0.066, -0.015], [-0.007, 0.002, 0.006], [1.126, 0.357, -0.058], [0.012, -0.001, -0.003], [-0.952, -0.103, -0.680], [-0.020, -0.014, -0.007], [-0.020, -0.011, 0.008], [0.003, 0.007, -0.005], [-0.007, 0.018, -0.009], [-0.009, 0.002, -0.004], [0.033, -0.008, 0.038], [-0.013, 0.043, -0.020], [0.695, 0.791, 0.677], [-0.006, -0.010, 0.004], [0.167, 0.104, 0.108], [-0.094, -0.012, -0.021], [-0.001, -0.002, 0.003], [-0.419, -0.498, 0.703], [-0.010, -0.010, 0.004], [-0.040, -0.073, 0.044], [-0.003, -0.034, -0.025], [-0.006, -0.013, 0.009], [0.013, 0.000, -0.009], [-0.011, -0.001, -0.010], [0.004, 0.001, 0.002], [-0.015, -0.004, -0.013], [0.026, 0.014, 0.025], [-0.080, 0.121, -0.176], [-0.378, 0.319, -0.803], [-0.162, -0.101, -0.258], [-0.036, -0.061, 0.112], [-0.001, -0.001, -0.011], [0.016, -0.011, -0.016]], "mulliken_charge": [0.4554, 0.2347, 0.3979, 0.4010, -0.6709, -0.2705, 0.4059, 0.3686, 0.0572, -0.2961, -0.8614, -0.5026, -1.1463, 0.3419, 0.8164, 0.4203, 0.2942, -0.6799, -0.3795, 0.4438, 0.3095, 0.3114, -0.7879, -1.4324, 0.8383, 0.2680, 1.3111, -0.7050, 0.4046, -0.7664, -1.2944, -0.6584, 0.3357, 0.3481, 0.3411, 0.3805, 0.4010, 0.2670, 0.4472, 0.8929, -1.0491, -0.0777, 0.6124, 0.3787, 0.0939]}


(2)
{"formula": "C30H50BrCaN3P2S", "method": "ωB97M-V with the def2-TZVPD basis set", "homo_ev": [-12.34, -12.34], "orbital_gap_ev": [5.530, 5.102], "total_charge": 2, "total_energy_ev": -154265.51330, "e_above_lowest_kj_mol": 382.0, "elements": ["C", "H", "H", "H", "C", "H", "H", "C", "C", "C", "H", "H", "C", "H", "C", "H", "C", "H", "C", "H", "H", "Ca", "H", "C", "C", "C", "H", "H", "Br", "C", "H", "H", "H", "H", "H", "H", "H", "C", "H", "C", "H", "C", "H", "H", "C", "H", "H", "H", "H", "H", "C", "P", "H", "C", "H", "H", "C", "S", "N", "H", "H", "C", "C", "H", "H", "H", "C", "C", "H", "N", "H", "H", "H", "N", "H", "C", "H", "H", "P", "C", "C", "H", "C", "H", "C", "H", "H", "C"], "coordinates": [[-0.776626, 8.332045, -7.362117], [2.922046, 0.535710, -3.620106], [-2.410308, -3.718225, -1.893399], [-1.984486, 0.483632, -2.328874], [3.170482, -3.541719, -0.897342], [-3.803649, -2.579790, -6.811948], [-1.652285, -1.536780, 7.588788], [-1.124309, 5.659141, -7.862838], [-0.685809, 5.089840, -5.511758], [-3.154857, -3.257548, -2.554506], [2.040742, 0.520208, 6.630074], [-3.731865, -1.408333, -4.429336], [-0.803862, -3.636968, -4.206611], [0.794865, -0.787555, -3.145052], [-0.654565, -1.358802, 5.711940], [4.885697, -1.224276, 0.059320], [2.206041, -2.563432, -0.265481], [2.601756, -0.727211, -4.812560], [-0.815477, 6.051775, -6.553055], [5.540713, 0.273733, -0.600920], [-4.828004, -4.672842, -2.687986], [-0.134073, -0.099345, -0.107510], [2.738641, -4.012934, -1.787631], [-4.572798, -3.737031, -2.185935], [0.753950, 2.425334, -1.602023], [-0.205129, -5.045524, -4.354926], [-4.649964, -3.906581, -1.106337], [1.499870, 1.445661, 3.666326], [0.249405, -2.050995, 1.842494], [0.542992, 1.648354, 5.548044], [4.111925, -3.064575, -1.181365], [-2.200436, 2.159170, -4.139765], [-1.273369, 4.610097, -8.118987], [0.256399, -0.917405, 6.124519], [2.468942, -2.344337, 0.794987], [-0.642608, 9.398063, -7.185099], [2.618255, 2.060250, 5.948082], [-1.242102, 6.648418, -8.859041], [-2.216477, -1.839796, -7.064587], [-0.040368, 0.047307, 3.844689], [0.307274, 2.695904, 5.340616], [-1.256357, 1.282559, -2.406813], [3.409714, -4.349651, -0.191567], [-0.427498, -2.993764, -5.013671], [-2.880688, -1.834337, -4.977905], [-0.476528, -2.438815, 5.619892], [4.991022, -0.995626, -1.700041], [1.346842, 4.174669, -2.719613], [1.728508, -2.265931, -3.002652], [-0.396574, 7.781717, -5.299099], [4.768110, -0.495960, -0.749316], [2.021587, -0.963062, -1.093254], [3.317681, 0.979218, -1.447316], [0.617033, 3.365249, -2.635671], [1.578161, 2.504694, -0.906267], [1.557896, 2.062649, 7.370078], [3.381235, 0.149202, -0.726867], [-0.035251, 0.259908, 2.134636], [-0.863151, -0.784469, 4.352705], [-3.621327, -0.818311, -6.755518], [-0.499277, -3.176869, -3.255698], [-0.195651, 1.523704, -1.645469], [-0.569911, 4.231104, -4.581871], [-5.324061, -2.989186, -2.458708], [1.189475, -3.031225, -0.193746], [3.854027, -0.976562, -3.588829], [-1.863526, -1.124509, 6.599201], [2.855635, -0.550644, -3.757226], [0.859127, -4.986264, -4.618609], [-1.070412, 7.943073, -8.600933], [-1.633306, -1.285489, 3.844649], [-2.085335, -0.058837, 6.703271], [-0.282621, -5.622570, -3.428040], [0.793305, 0.969741, 4.280551], [-0.715182, -5.608256, -5.143006], [-1.371896, 2.236171, -3.429876], [-2.738594, -1.632062, 6.190412], [3.204373, 0.593215, 0.274796], [-2.669411, -3.577790, -4.327967], [1.775227, 1.560265, 6.423578], [-0.441452, 3.279933, -3.551080], [-0.333438, 1.200561, 6.015841], [1.791867, -1.183048, -2.859665], [-1.991070, -1.246538, -4.709951], [-3.144078, -1.768746, -6.491063], [-3.087221, -2.171712, -2.425676], [-1.481441, 6.364102, -9.882584], [-0.638034, 7.418864, -6.298326]], "forces_ev_per_angstrom": [[0.018, -0.989, 0.562], [-0.055, -0.220, -0.003], [-0.068, -0.066, -0.141], [0.005, -0.111, 0.066], [0.476, -0.559, -0.142], [0.065, 0.126, 0.054], [-0.151, 0.043, -0.091], [-0.102, 0.304, -0.492], [0.562, -4.152, 4.496], [0.033, -0.088, 0.003], [0.035, 0.126, -0.005], [0.072, -0.083, -0.137], [-0.113, -0.027, -0.102], [0.479, -0.162, 0.170], [-0.159, 0.096, 0.335], [-0.077, 0.076, -0.150], [0.261, -0.771, 0.231], [0.079, 0.066, 0.318], [-0.078, 0.574, -0.619], [-0.208, -0.249, -0.038], [0.074, 0.086, 0.036], [-2.423, -1.329, -1.612], [0.120, 0.115, 0.109], [0.156, 0.142, 0.082], [1.576, 2.460, -0.912], [0.088, 0.121, 0.072], [-0.053, 0.065, -0.163], [-1.389, -1.156, 0.527], [-0.598, -3.008, 0.160], [0.628, 0.096, 0.645], [-0.112, -0.168, 0.014], [0.298, 0.084, 0.224], [0.054, 0.288, 0.130], [-0.162, -0.077, -0.062], [0.106, -0.101, -0.931], [-0.043, -0.203, -0.108], [0.062, -0.019, 0.056], [0.178, -0.474, 1.019], [-0.075, -0.084, 0.044], [0.880, 2.078, -3.667], [-0.065, -0.110, -0.111], [-1.199, 0.593, -1.774], [-0.080, 0.178, -0.227], [-0.067, -0.092, 0.106], [-0.139, -0.209, -0.004], [0.027, 0.287, -0.293], [-0.122, 0.140, 0.245], [-0.279, -0.233, -0.039], [0.078, 0.053, -0.256], [-0.074, -0.161, -0.270], [0.631, 0.337, 0.028], [0.051, -0.055, 0.304], [0.028, -0.249, 0.167], [0.511, 0.507, 0.106], [-0.034, -0.099, 0.105], [0.249, -0.065, -0.056], [0.957, 0.219, 0.249], [-0.655, 2.818, 2.328], [-1.282, -1.944, 2.648], [0.108, -0.157, -0.010], [0.049, 0.016, -0.086], [-0.393, -1.259, 1.079], [-0.595, 4.422, -4.806], [0.073, -0.166, -0.036], [0.955, 0.384, -0.330], [-0.317, 0.099, -0.014], [0.191, 0.058, 0.112], [0.201, -0.089, -0.473], [-0.203, -0.050, 0.074], [-0.023, 0.177, -0.194], [1.510, 1.097, -0.015], [-0.031, -0.136, 0.021], [-0.081, 0.050, -0.121], [0.291, 0.598, 1.969], [0.095, 0.109, 0.111], [-0.594, -0.213, -0.376], [-0.025, 0.045, 0.086], [0.011, -0.217, -0.438], [0.038, 0.121, -0.094], [-0.313, 0.126, 0.529], [0.049, -0.501, 0.493], [0.089, 0.074, -0.029], [-0.120, -0.231, -0.937], [-0.103, 0.035, 0.023], [0.025, 0.163, 0.127], [0.089, 0.078, 0.259], [0.052, 0.131, 0.188], [0.000, 0.469, -0.344]], "mulliken_charge": [-0.3288, 0.3122, 0.4279, 0.3641, -1.4188, 0.3676, 0.3577, -0.4365, 0.0763, 0.1053, 0.2904, 0.4752, 0.2761, -0.0248, -0.5570, 0.3380, -0.4724, 0.4173, 0.6754, 0.4274, 0.3589, 1.0865, 0.3075, -1.2634, -0.4077, -1.3790, 0.3510, 0.3361, -0.2973, -0.4508, 0.2885, 0.5015, 0.3960, 0.2140, 0.4427, 0.3720, 0.3692, -0.3289, 0.3048, 0.6517, 0.3940, -0.5250, 0.3843, 0.4454, -0.1625, 0.3685, 0.2165, 0.4768, 0.2814, 0.3950, -1.3814, 0.1032, 0.3284, -0.7326, 0.6608, 0.3606, -0.2231, -0.6374, -0.0765, 0.3725, -0.3721, 0.6720, -0.7441, 0.3145, 0.4302, 0.2900, -1.0652, -1.5189, 0.3559, -0.5517, 0.3842, 0.2934, 0.3273, -0.0879, 0.4155, -0.8265, 0.3759, 0.3848, -0.0776, -1.1103, 0.5475, 0.1493, 0.4568, -0.0336, -1.2887, -0.2387, 0.3705, -0.4271]}